No. 1
The following is a quantum chemistry calculation of C20H18F2N2O5 in the gas phase at a distorted geometry, from the Open Molecules 2025 dataset.

The total charge is 0. The HOMO energy is -0.29802 hartree. The value obtained for the total energy is -39682.2036 eV. Its energy relative to the best compared isomer or geometry (same formula, charge and spin) is 27.0 kJ/mol. As for the molar mass: 404.37 g/mol. The gap between HOMO and LUMO is 8.5398 eV. The SMILES is COc1ccc(CNC(=O)c2cc(COc3c(F)cccc3F)on2)cc1OC.

Last column: Mulliken charge in e.
Atoms and positions in Å:
C  -5.303  -3.482  -0.553  -0.95
H  -5.970  -3.878  -1.317  0.23
O  -5.160  -2.116  -0.845  -0.40
C  -4.370  -1.359  -0.035  1.00
C  -3.679  -1.824  1.069  -0.41
C  -2.895  -0.964  1.829  -1.19
C  -2.804  0.373  1.497  0.25
C  -3.494  0.851  0.385  -0.32
C  -4.274  0.009  -0.385  0.80
O  -4.980  0.387  -1.483  -0.44
C  -4.937  1.740  -1.866  -0.90
H  -5.343  2.392  -1.086  0.36
H  -3.919  2.060  -2.110  0.36
H  -5.561  1.811  -2.756  0.22
H  -3.398  1.896  0.137  0.52
C  -1.915  1.321  2.261  -1.57
N  -0.646  1.493  1.575  -0.07
C  -0.441  2.494  0.688  0.57
O  -1.235  3.380  0.469  -0.64
C  0.880  2.379  0.005  0.28
N  1.680  3.395  -0.181  -0.60
O  2.769  2.942  -0.832  -0.13
C  2.638  1.630  -1.064  -0.19
C  1.449  1.198  -0.549  0.12
H  1.027  0.215  -0.584  0.62
C  3.741  0.914  -1.773  -0.70
O  3.596  -0.487  -1.726  -0.42
C  3.608  -1.145  -0.539  -0.06
C  3.246  -2.500  -0.588  0.48
C  3.215  -3.314  0.524  -0.66
C  3.550  -2.786  1.760  -0.37
C  3.914  -1.458  1.856  -0.77
C  3.945  -0.660  0.725  0.90
F  4.320  0.630  0.893  -0.34
H  4.187  -1.013  2.800  0.47
H  3.530  -3.408  2.639  0.40
H  2.928  -4.346  0.408  0.46
F  2.911  -3.014  -1.784  -0.30
H  4.709  1.244  -1.373  0.34
H  3.713  1.154  -2.841  0.45
H  0.015  0.735  1.630  0.25
H  -2.374  2.310  2.316  0.37
H  -1.719  0.950  3.270  0.53
H  -2.366  -1.351  2.687  0.36
H  -3.739  -2.862  1.354  0.37
H  -5.750  -3.640  0.435  0.37
H  -4.343  -4.009  -0.605  0.37

***

No. 2
The following is a quantum chemistry calculation of a molecular structure, C20H18F6LaN10O5S5 at a distorted geometry, from the Open Molecules 2025 dataset.

The total charge is +1. The HOMO energy is -0.42212 hartree. The value obtained for the total energy is -117507.6741 eV. Its energy relative to the best compared isomer or geometry (same formula, charge and spin) is 18.9 kJ/mol. As for the molar mass: 891.66 g/mol. The gap between HOMO and LUMO is 7.9855 eV.

Last column: Mulliken charge in e.
Atoms and positions in Å:
La  -0.022  0.726  0.326  2.03
S  5.102  -5.668  -0.638  0.20
N  4.893  -4.706  0.624  -0.66
C  3.994  -3.761  0.284  0.50
C  3.421  -2.762  1.133  -0.13
C  3.591  -2.711  2.490  -0.45
C  2.770  -1.953  3.291  -1.08
C  1.761  -1.207  2.702  0.01
N  1.575  -1.183  1.378  0.24
C  2.388  -1.968  0.584  -0.03
C  2.165  -1.964  -0.837  -0.21
N  1.331  -1.059  -1.393  0.47
C  1.083  -1.052  -2.704  -0.36
C  1.432  -2.093  -3.558  -1.16
C  2.309  -3.040  -3.010  -0.54
C  2.640  -2.967  -1.681  0.30
C  3.585  -3.867  -1.079  0.92
N  4.100  -4.945  -1.691  -0.63
H  4.248  -3.451  2.969  0.47
H  2.980  -1.812  4.323  0.44
H  1.070  -0.544  3.309  0.34
H  0.486  -0.209  -3.108  0.32
H  0.984  -2.252  -4.519  0.49
H  2.663  -3.866  -3.669  0.44
C  -3.994  -2.715  -2.108  -1.09
C  -3.885  -2.299  -0.668  0.84
N  -4.631  -2.753  0.306  -0.77
N  -4.060  -2.292  1.474  0.17
C  -2.912  -1.562  1.277  0.24
S  -2.023  -0.793  2.462  -0.42
N  -2.797  -1.628  -0.108  0.26
N  -1.745  -0.982  -0.787  -0.30
H  -2.977  -3.094  -2.474  0.22
H  -4.263  -1.805  -2.670  0.29
H  -4.799  -3.397  -2.341  0.37
H  -4.463  -2.537  2.364  0.17
H  -1.221  -1.646  -1.304  0.28
H  -2.282  -0.325  -1.453  0.41
C  2.134  2.954  3.511  -0.97
S  0.677  3.284  2.605  0.69
C  -0.294  3.909  3.986  -1.17
O  0.104  1.898  2.303  -0.24
H  2.081  1.955  3.935  0.24
H  2.313  3.767  4.271  0.43
H  2.882  2.943  2.713  0.40
H  0.135  4.859  4.292  0.50
H  -0.446  3.241  4.841  0.33
H  -1.264  4.195  3.546  0.35
N  2.967  2.475  0.573  -0.59
C  2.449  1.788  -0.200  -0.27
F  1.384  4.479  -2.333  -0.18
C  0.069  4.337  -2.109  0.68
F  -0.611  5.437  -2.404  -0.21
F  -0.117  4.114  -0.750  -0.15
S  -0.597  2.759  -2.908  1.01
O  -0.009  1.668  -2.077  -0.46
O  -0.170  2.770  -4.270  -0.62
N  -2.172  2.817  -2.641  -0.52
S  -2.838  2.203  -1.321  1.07
O  -3.509  0.962  -1.751  -0.82
O  -1.988  2.121  -0.109  -1.01
C  -4.227  3.550  -0.890  0.45
F  -3.552  4.738  -0.727  -0.20
F  -5.112  3.687  -1.834  -0.15
F  -4.783  3.234  0.255  -0.17

***

No. 3
The following is a quantum chemistry calculation of 2 unconnected molecules or ions with the total composition C20H18F6N at a distorted geometry, from the Open Molecules 2025 dataset.

The total charge is +1. The HOMO energy is -0.49945 hartree. The value obtained for the total energy is -38819.3657 eV. Its energy relative to the best compared isomer or geometry (same formula, charge and spin) is 0.0 kJ/mol. As for the molar mass: 386.36 g/mol. The gap between HOMO and LUMO is 7.1730 eV.

Last column: Mulliken charge in e.
Atoms and positions in Å:
C  -1.533  -0.151  0.657  -1.43
C  -0.941  -0.158  2.061  1.00
C  -1.527  1.055  2.774  -1.45
C  -1.526  -1.382  2.759  -1.41
N  0.506  -0.145  2.051  -0.22
C  1.694  -0.028  2.005  0.03
H  -1.271  -1.053  0.097  0.39
H  -2.615  -0.149  0.805  0.39
H  -1.266  0.754  0.105  0.39
H  -1.260  1.075  3.834  0.40
H  -1.259  1.990  2.276  0.39
H  -2.610  0.931  2.701  0.39
H  -1.262  -1.420  3.819  0.39
H  -2.609  -1.253  2.688  0.38
H  -1.266  -2.313  2.248  0.39
F  6.777  -3.885  -2.925  -0.24
C  6.738  -4.212  -1.597  0.76
F  5.844  -5.238  -1.474  -0.25
F  7.972  -4.724  -1.287  -0.22
C  6.390  -3.037  -0.733  0.39
C  5.636  -3.213  0.421  -0.74
C  5.260  -2.107  1.168  -0.79
C  5.624  -0.771  0.798  1.06
C  5.111  0.298  1.598  0.24
C  5.513  1.670  1.647  1.03
C  6.320  2.364  0.689  -0.09
C  6.572  3.728  0.806  -1.13
C  6.051  4.450  1.870  0.39
C  6.280  5.931  1.930  0.76
F  5.310  6.584  2.637  -0.25
F  7.477  6.237  2.524  -0.22
F  6.308  6.502  0.686  -0.24
C  5.325  3.811  2.867  -0.76
C  5.063  2.453  2.761  -0.78
C  6.471  -0.657  -0.351  -0.08
C  6.828  -1.774  -1.100  -1.13
H  5.333  -4.216  0.707  0.44
H  4.695  -2.271  2.082  0.40
H  4.332  0.010  2.324  0.16
H  6.787  1.854  -0.142  0.27
H  7.169  4.231  0.050  0.45
H  4.953  4.392  3.707  0.44
H  4.522  1.968  3.569  0.41
H  6.891  0.290  -0.662  0.27
H  7.445  -1.651  -1.988  0.44

***

No. 4
The following is a quantum chemistry calculation of a molecular structure, C20H18F9N5O5PtS, from the Open Molecules 2025 dataset.

The total charge is 0. The HOMO energy (spin up / spin down) is -0.23204 / -0.29582 hartree. As for the spin multiplicity: 3. The value obtained for the total energy is -77255.9394 eV. Its energy relative to the best compared isomer or geometry (same formula, charge and spin) is 14.3 kJ/mol. As for the molar mass: 806.52 g/mol. The gap between HOMO and LUMO (spin up / spin down) is 6.5449 / 6.5094 eV.

Last column: Löwdin spin population.
Atoms and positions in Å:
Pt  0.393  0.399  0.357  0.60
N  4.060  -1.450  0.073  0.09
C  5.110  -0.527  0.098  0.01
C  6.369  -0.883  -0.371  0.02
C  7.413  0.026  -0.320  0.00
C  7.202  1.306  0.180  0.02
C  5.942  1.666  0.633  0.00
C  4.900  0.749  0.614  0.02
S  3.366  1.113  1.383  0.04
N  2.363  0.179  0.349  0.16
C  2.736  -1.114  0.082  0.22
C  1.724  -2.017  -0.276  0.10
C  1.882  -3.355  -0.705  0.08
C  0.776  -4.105  -0.990  0.03
C  -0.509  -3.546  -0.876  0.13
C  -0.624  -2.233  -0.482  0.01
N  0.449  -1.496  -0.196  0.15
H  4.294  -2.393  -0.192  0.00
H  6.527  -1.878  -0.770  0.00
H  8.390  -0.263  -0.680  0.00
H  8.013  2.020  0.211  0.00
H  5.763  2.658  1.027  0.00
H  2.867  -3.793  -0.789  0.01
H  0.893  -5.134  -1.302  0.00
H  -1.398  -4.119  -1.088  0.01
H  -1.571  -1.728  -0.380  0.00
F  -1.545  2.572  -2.529  0.00
C  -2.302  2.788  -1.456  0.00
F  -3.433  3.357  -1.870  0.00
F  -1.641  3.705  -0.715  0.00
C  -2.507  1.467  -0.636  0.01
O  -1.364  0.763  -0.701  0.04
C  -3.010  1.854  0.794  0.00
F  -3.576  0.818  1.404  0.00
F  -2.010  2.295  1.555  0.00
F  -3.924  2.835  0.741  0.00
C  -3.632  0.633  -1.342  0.00
F  -3.417  0.590  -2.661  0.00
F  -3.642  -0.626  -0.904  0.00
F  -4.859  1.127  -1.153  0.00
O  -1.149  -1.365  3.694  0.02
N  -0.418  -0.881  2.868  0.00
O  0.794  -0.953  2.870  0.00
O  -1.003  -0.268  1.863  0.22
C  0.867  5.757  0.131  0.00
N  0.646  4.538  0.892  0.00
C  0.100  4.695  2.235  0.00
C  0.752  3.336  0.336  0.00
C  1.205  3.228  -1.085  0.01
O  0.477  2.330  1.032  0.00
H  0.951  6.582  0.834  0.00
H  0.034  5.960  -0.545  0.00
H  1.790  5.703  -0.442  0.00
H  -0.889  5.153  2.177  0.00
H  0.760  5.335  2.819  0.00
H  0.014  3.725  2.711  0.00
H  0.659  3.925  -1.720  0.00
H  1.040  2.217  -1.451  0.01
H  2.270  3.457  -1.141  0.00